Record 1
The following is a quantum chemistry calculation of a molecular structure, C4H7ClO in a non-equilibrium geometry, from OMol25.

Results
relative energy (zero: lowest compared OMol25 entry of this formula, charge and spin)	4.797	eV
HOMO level	-8.49	eV
calculated total energy	-691.86962	hartree
frontier orbital gap	9.456	eV
F_max	6.65	eV/A
net charge	0

Each line ends with the Löwdin charge.
Atoms and positions in Å:
1 C 0.747 0.549 1.593  -0.129
2 C -0.154 1.111 0.530  -0.446
3 C -0.398 -0.494 -0.953  -0.191
4 C -0.796 -1.641 -1.686  -0.646
5 H 1.818 1.375 1.534  0.162
6 H 0.225 0.359 2.646  0.096
7 H 1.006 -0.590 1.073  0.138
8 H -0.618 2.260 0.941  0.196
9 H 0.651 1.420 -0.190  0.091
10 H 0.397 0.127 -1.199  0.076
11 H -1.696 -2.316 -1.333  0.098
12 O -0.936 0.105 0.141  -0.094
13 Cl -0.244 -2.263 -3.097  0.650

Atoms 1-6, force components in eV/Å:
2.75 -0.95 0.56
2.61 5.36 2.93
-1.65 -3.68 -2.61
-2.82 2.12 5.60
-3.19 -2.94 0.98
1.52 0.61 -2.20

***

Record 2
The following is a quantum chemistry calculation of a molecular structure, C19H10Br2N4O4PtS3, from OMol25.

Results
relative energy (zero: lowest compared OMol25 entry of this formula, charge and spin)	1.091	eV
HOMO level	-2.97	eV
calculated total energy	-7712.09865	hartree
frontier orbital gap	6.697	eV
F_max	0.56	eV/A
net charge	-2

Each line ends with the Löwdin charge.
Atoms and positions in Å:
1 Pt -0.146 -0.512 0.814  0.815
2 S 0.794 -2.082 2.222  0.491
3 C -0.013 -2.669 0.765  -1.237
4 S -1.704 -2.208 0.788  0.510
5 C 0.615 -3.440 -0.250  -0.416
6 C 1.989 -3.763 -0.179  -0.306
7 N 3.115 -4.024 -0.131  0.102
8 C -0.097 -3.808 -1.415  -0.310
9 N -0.669 -4.108 -2.375  0.102
10 Br -1.553 4.419 2.612  0.736
11 C -1.803 3.594 0.930  -0.612
12 C -2.489 4.286 -0.066  -0.187
13 C -2.691 3.743 -1.306  -0.642
14 Br -3.631 4.749 -2.618  0.711
15 C -2.203 2.451 -1.608  -0.193
16 C -2.343 1.798 -2.851  -0.033
17 C -1.837 0.543 -3.026  -0.039
18 C -1.194 -0.096 -1.956  -0.120
19 N -1.042 0.499 -0.792  -0.065
20 C -1.518 1.757 -0.586  -0.119
21 C -1.265 2.312 0.737  -0.452
22 O -0.606 1.658 1.593  -0.184
23 H -2.862 5.278 0.153  0.089
24 H -2.855 2.306 -3.657  0.073
25 H -1.933 0.017 -3.966  0.106
26 H -0.827 -1.111 -2.042  0.094
27 N 1.955 0.068 0.221  -0.018
28 C 2.442 1.405 -0.039  -0.298
29 C 3.071 1.673 -1.250  -0.038
30 C 3.561 2.942 -1.514  -0.062
31 C 3.438 3.951 -0.568  -0.261
32 C 2.790 3.681 0.628  -0.041
33 C 2.282 2.414 0.897  -0.029
34 S 4.148 5.568 -0.905  0.393
35 O 3.578 6.440 0.112  -0.380
36 O 3.725 5.865 -2.268  -0.380
37 O 5.585 5.356 -0.772  -0.379
38 H 2.447 -0.371 0.995  0.056
39 H 2.129 -0.514 -0.592  0.091
40 H 3.188 0.879 -1.982  0.105
41 H 4.048 3.159 -2.456  0.112
42 H 2.673 4.484 1.343  0.108
43 H 1.736 2.221 1.811  0.103

Atoms 1-6, force components in eV/Å:
0.36 -0.21 -0.38
0.06 -0.11 -0.06
-0.03 -0.03 0.17
-0.15 -0.11 0.01
-0.12 0.01 0.07
0.06 0.02 0.01

***

Record 3
The following is a quantum chemistry calculation of 2 unconnected molecules or ions with the total composition C12H20IN2O5 in a non-equilibrium geometry, from OMol25.

Results
HOMO level	-0.81	eV
calculated total energy	-1252.30915	hartree
frontier orbital gap	2.044	eV
F_max	3.87	eV/A
net charge	-1

Each line ends with the Löwdin charge.
Atoms and positions in Å:
1 C 4.867 -0.200 0.862  0.064
2 C 3.816 -0.414 1.458  -0.127
3 C 2.412 -0.775 2.079  -0.152
4 C 1.320 -0.618 0.906  -0.157
5 C 0.110 0.275 1.354  -0.100
6 N -0.730 0.761 0.182  -0.240
7 C -1.963 -0.064 -0.054  -0.097
8 C -3.041 -0.067 1.116  -0.242
9 N -3.992 -1.211 0.873  -0.020
10 C -1.283 2.110 0.692  -0.105
11 C -0.293 3.318 0.320  -0.762
12 O 0.827 3.457 0.779  -0.021
13 I -0.985 4.875 -1.070  0.720
14 O 0.002 1.123 -0.912  -0.112
15 C 0.095 0.169 -1.989  -0.185
16 C -0.894 0.468 -3.237  -0.072
17 H 5.595 -0.011 0.031  0.052
18 H 2.154 -0.043 2.915  0.095
19 H 2.406 -1.845 2.458  0.123
20 H 0.930 -1.648 0.582  0.115
21 H 1.871 -0.209 0.007  0.116
22 H 0.541 1.174 1.913  0.133
23 H -0.480 -0.300 2.124  0.140
24 H -2.521 0.313 -0.978  0.149
25 H -1.635 -1.146 -0.223  0.162
26 H -2.638 -0.222 2.155  0.117
27 H -3.697 0.866 1.113  0.115
28 H -4.032 -1.450 -0.122  0.068
29 H -3.692 -2.007 1.444  0.075
30 H -2.253 2.379 0.154  0.110
31 H -1.455 2.092 1.807  0.147
32 H 1.136 0.311 -2.438  0.143
33 H 0.094 -0.932 -1.691  0.128
34 H -0.318 0.627 -4.202  0.079
35 H -1.587 1.336 -3.002  0.066
36 H -1.477 -0.505 -3.381  0.079
37 C 2.666 -3.033 -0.992  -1.066
38 O 1.721 -3.721 -0.514  -0.180
39 O 3.886 -3.118 -0.631  -0.167
40 O 2.519 -2.116 -1.890  -0.192

Atoms 1-6, force components in eV/Å:
-1.61 -0.01 -0.36
-0.07 -0.26 0.07
0.82 0.44 -0.98
0.06 -0.84 -0.51
2.78 -0.78 1.24
-2.10 1.50 2.88

***

Record 4
The following is a quantum chemistry calculation of a molecular structure, C2HFO2Pd in a non-equilibrium geometry, from OMol25.

Results
2S+1	4
HOMO level (spin up / spin down)	-14.22 / -16.91	eV
calculated total energy	-454.47247	hartree
frontier orbital gap (spin up / spin down)	7.805 / 6.940	eV
F_max	11.19	eV/A
net charge	+1

Each line ends with the Löwdin charge.
Atoms and positions in Å:
1 C -0.379 -0.032 0.730  -0.554
2 C -0.047 0.816 -0.338  -0.141
3 O 0.309 1.881 -0.680  0.250
4 O -0.164 -1.309 0.571  -0.009
5 Pd -0.501 0.700 2.284  1.329
6 H 0.295 -1.459 -0.869  0.271
7 F 0.487 -0.597 -1.699  -0.146

Atoms 1-6, force components in eV/Å:
1.75 -6.50 -8.94
1.57 3.31 -0.49
-1.29 -2.84 0.21
-0.87 2.43 0.85
-0.78 3.02 7.53
0.51 3.24 -2.46